Density functional theory data (ωB97M-V/def2-TZVPD) for a molecular structure, C35H52As2NO10PRuS2Sb2Se at a distorted geometry.

Positions of all 107 atoms, in Å:
Ru (0.314, -0.104, -0.518)
C (-5.744, -1.915, 1.106)
C (-4.509, -1.612, 1.911)
O (-3.555, -0.859, 1.095)
P (-2.353, -1.478, 0.298)
S (-1.930, -0.451, -1.320)
S (-0.641, -1.503, 1.307)
O (-2.915, -2.923, -0.023)
C (-2.178, -3.840, -0.871)
C (-2.951, -5.129, -0.938)
H (-6.448, -2.471, 1.727)
H (-5.508, -2.516, 0.229)
H (-6.221, -0.990, 0.782)
H (-4.021, -2.509, 2.292)
H (-4.727, -0.950, 2.747)
H (-1.190, -3.980, -0.433)
H (-2.060, -3.375, -1.851)
H (-2.990, -5.617, 0.035)
H (-2.471, -5.805, -1.646)
H (-3.970, -4.948, -1.276)
C (1.467, -3.995, 0.518)
Sb (2.040, -2.103, -0.204)
C (2.965, -2.798, -1.945)
C (3.774, -1.712, 0.985)
C (4.986, -1.582, 0.113)
C (5.751, -2.700, -0.200)
C (6.820, -2.615, -1.079)
C (7.132, -1.392, -1.657)
C (6.390, -0.268, -1.324)
C (5.324, -0.345, -0.431)
C (4.552, 0.901, -0.076)
Sb (2.698, 1.182, -1.086)
C (2.511, 3.175, -0.420)
C (3.460, 1.780, -2.947)
H (2.349, -4.633, 0.466)
H (0.680, -4.394, -0.115)
H (1.103, -3.938, 1.541)
H (3.508, -3.716, -1.726)
H (3.676, -2.062, -2.305)
H (2.206, -2.975, -2.700)
H (3.848, -2.564, 1.662)
H (3.565, -0.823, 1.575)
H (5.500, -3.656, 0.248)
H (7.405, -3.495, -1.309)
H (7.957, -1.309, -2.350)
H (6.652, 0.692, -1.754)
H (5.123, 1.783, -0.369)
H (4.322, 0.969, 0.987)
H (3.402, 3.728, -0.719)
H (2.419, 3.192, 0.663)
H (1.637, 3.629, -0.878)
H (4.113, 2.622, -2.720)
H (2.630, 2.082, -3.580)
H (4.030, 1.005, -3.439)
Se (0.295, 0.121, -3.128)
C (1.106, -1.136, -4.321)
C (0.221, -1.792, -5.173)
C (0.719, -2.659, -6.135)
N (2.012, -2.930, -6.302)
C (2.851, -2.290, -5.488)
C (2.455, -1.398, -4.505)
H (-0.844, -1.625, -5.090)
H (0.033, -3.170, -6.802)
H (3.906, -2.503, -5.627)
H (3.202, -0.918, -3.905)
C (-3.894, 2.623, -3.346)
O (-3.841, 2.454, -1.916)
C (-2.656, 2.667, -1.378)
O (-1.663, 2.997, -1.992)
C (-2.548, 2.392, 0.097)
C (-3.522, 2.444, 0.996)
As (-3.501, 1.793, 2.860)
C (-3.630, 3.548, 3.718)
C (-1.560, 1.550, 3.167)
C (-0.541, 1.721, 2.334)
As (-0.639, 2.157, 0.413)
C (-0.256, 4.051, 0.682)
C (0.921, 1.549, 2.679)
O (1.668, 0.820, 2.059)
O (1.323, 2.412, 3.603)
C (2.709, 2.341, 3.985)
C (-1.433, 0.982, 4.562)
O (-2.383, 0.936, 5.302)
O (-0.233, 0.489, 4.866)
C (-0.124, -0.046, 6.200)
C (-4.877, 3.004, 0.615)
O (-5.026, 4.054, 0.055)
O (-5.866, 2.228, 1.073)
C (-7.197, 2.725, 0.823)
H (-4.907, 2.352, -3.626)
H (-3.167, 1.971, -3.825)
H (-3.686, 3.660, -3.601)
H (-4.615, 3.961, 3.501)
H (-2.862, 4.231, 3.363)
H (-3.538, 3.400, 4.792)
H (-1.085, 4.409, 1.288)
H (-0.236, 4.567, -0.275)
H (0.683, 4.190, 1.209)
H (2.749, 2.716, 5.003)
H (3.299, 2.978, 3.328)
H (3.070, 1.317, 3.934)
H (0.923, -0.305, 6.322)
H (-0.754, -0.927, 6.297)
H (-0.430, 0.701, 6.929)
H (-7.845, 2.184, 1.505)
H (-7.470, 2.518, -0.209)
H (-7.245, 3.795, 1.005)

## Properties
Energy relative to the best compared isomer or geometry (same formula, charge and spin) in kcal per mole: 16.39
Lowest unoccupied orbital energy (alpha / beta) in eV: -3.175 / -3.416
2S+1: 2
Frontier orbital gap (alpha / beta) in eV: 6.69 / 6.36
E_HOMO (alpha / beta) in eV: -9.868 / -9.773
Net charge: +1

Results of the Löwdin charge analysis, in e, for atoms 1 through 2: -0.034 -0.057



Density functional theory data (ωB97M-V/def2-TZVPD) for a molecular structure, C52H46Cl4N4PdSi2Te.

Positions of all 110 atoms, in Å:
Pd (-0.168, 1.336, 0.334)
Cl (-2.887, 3.009, -8.344)
C (-2.613, 2.844, -6.618)
C (-1.490, 3.402, -6.038)
C (-1.278, 3.261, -4.679)
C (-2.192, 2.613, -3.818)
C (-3.271, 1.990, -4.479)
C (-3.488, 2.109, -5.841)
C (-1.937, 2.496, -2.378)
C (-2.639, 1.531, -1.519)
C (-3.952, 1.041, -1.578)
C (-4.129, 0.163, -0.494)
C (-2.951, 0.161, 0.222)
C (-2.416, -0.448, 1.438)
C (-2.860, -0.006, 2.744)
C (-2.173, -0.289, 3.940)
C (-2.687, 0.048, 5.178)
C (-3.906, 0.698, 5.264)
Cl (-4.564, 1.122, 6.839)
C (-4.606, 1.020, 4.114)
C (-4.088, 0.674, 2.880)
C (-1.102, -0.856, 1.173)
N (-0.011, -0.330, 1.778)
C (1.106, -1.116, 1.447)
C (2.349, -0.589, 1.538)
C (3.588, -1.390, 1.469)
C (3.760, -2.510, 2.281)
C (4.919, -3.275, 2.233)
C (5.930, -2.893, 1.373)
Cl (7.411, -3.831, 1.316)
C (5.804, -1.772, 0.566)
C (4.641, -1.028, 0.624)
C (2.522, 0.858, 1.642)
C (3.556, 1.565, 2.250)
C (3.345, 2.922, 1.968)
C (2.195, 2.988, 1.173)
N (1.699, 1.732, 0.993)
C (1.665, 4.132, 0.463)
C (0.628, 4.101, -0.423)
C (0.301, 5.150, -1.385)
C (-0.578, 4.646, -2.261)
C (-0.936, 3.288, -1.827)
N (-0.193, 3.020, -0.721)
C (2.403, 5.413, 0.619)
C (1.772, 6.541, 1.140)
C (2.431, 7.758, 1.239)
C (3.747, 7.843, 0.826)
Cl (4.590, 9.376, 0.939)
C (4.414, 6.737, 0.324)
C (3.737, 5.533, 0.224)
C (0.601, -2.439, 0.907)
C (-0.660, -1.896, 0.156)
N (-2.061, 1.037, -0.386)
H (-0.759, 3.914, -6.651)
H (-0.339, 3.623, -4.289)
H (-3.936, 1.357, -3.925)
H (-4.337, 1.615, -6.296)
H (-4.735, 1.354, -2.244)
H (-5.020, -0.399, -0.253)
H (-1.204, -0.760, 3.891)
H (-2.130, -0.178, 6.078)
H (-5.552, 1.543, 4.182)
H (-4.634, 0.933, 1.983)
H (2.968, -2.782, 2.965)
H (5.040, -4.144, 2.865)
H (6.612, -1.492, -0.096)
H (4.531, -0.146, 0.007)
H (4.368, 1.131, 2.813)
H (3.962, 3.751, 2.271)
H (0.728, 6.140, -1.389)
H (-1.041, 5.165, -3.083)
H (0.745, 6.457, 1.470)
H (1.931, 8.631, 1.639)
H (5.444, 6.824, 0.004)
H (4.242, 4.661, -0.171)
H (1.030, -4.015, -0.508)
H (-1.440, -2.630, -0.026)
C (-1.167, -5.361, -1.626)
Si (-1.389, -4.027, -2.935)
C (-1.376, -4.918, -4.599)
C (-3.051, -3.207, -2.732)
C (0.040, -2.819, -2.922)
Te (-0.198, -0.989, -1.780)
C (1.561, -3.210, 0.005)
Si (0.034, -3.556, 2.396)
C (0.901, -5.227, 2.286)
C (0.496, -2.800, 4.059)
C (-1.804, -3.921, 2.386)
H (-1.924, -6.138, -1.758)
H (-1.271, -4.967, -0.618)
H (-0.184, -5.833, -1.695)
H (-2.116, -5.720, -4.628)
H (-0.397, -5.354, -4.806)
H (-1.607, -4.221, -5.407)
H (-3.844, -3.960, -2.722)
H (-3.247, -2.518, -3.557)
H (-3.126, -2.612, -1.819)
H (0.134, -2.422, -3.938)
H (0.986, -3.308, -2.688)
H (2.382, -3.666, 0.555)
H (1.994, -2.548, -0.750)
H (1.988, -5.146, 2.282)
H (0.601, -5.777, 1.393)
H (0.614, -5.821, 3.158)
H (0.749, -1.743, 3.976)
H (1.351, -3.324, 4.494)
H (-0.339, -2.890, 4.755)
H (-2.080, -4.528, 1.522)
H (-2.412, -3.017, 2.370)
H (-2.050, -4.495, 3.283)

## Properties
Energy relative to the best compared isomer or geometry (same formula, charge and spin) in kcal per mole: 1.25
Lowest unoccupied orbital energy in eV: 3.626
Frontier orbital gap in eV: 4.56
E_HOMO in eV: -0.937
Net charge: -2

Results of the Löwdin charge analysis, in e, for atoms 1 through 2: 0.982 0.574



Density functional theory data (ωB97M-V/def2-TZVPD) for 4 unconnected molecules or ions with the total composition C34H47IN5O10P2S at a distorted geometry.

Positions of all 100 atoms, in Å:
C (4.642, -0.462, 2.638)
C (3.155, 0.065, 2.712)
C (2.457, -0.208, 1.333)
C (1.445, -1.424, 1.319)
P (2.068, -3.124, 1.834)
S (2.927, -3.273, 3.561)
C (1.313, -1.644, -0.317)
C (-0.142, -2.147, -0.745)
C (-0.475, -1.156, -1.914)
C (-1.405, -1.750, -3.031)
C (-2.765, -2.304, -2.521)
I (-1.898, -0.061, -4.337)
C (0.000, -3.665, -1.063)
P (1.144, -4.109, -2.455)
O (0.542, -5.091, -3.340)
O (1.745, -2.826, -3.285)
O (2.455, -4.846, -1.748)
N (-0.847, -1.936, 0.587)
O (-2.240, -1.896, 0.590)
C (-2.708, -0.653, 0.447)
N (-3.097, 0.363, 0.196)
C (-0.089, -1.062, 1.547)
C (-0.649, -0.879, 2.982)
C (-0.281, -2.007, 3.998)
C (-0.331, 0.556, 3.534)
C (-1.278, 1.641, 2.895)
H (4.988, -0.639, 3.677)
H (4.679, -1.422, 2.085)
H (5.295, 0.262, 2.108)
H (2.596, -0.380, 3.551)
H (3.256, 1.162, 2.852)
H (1.846, 0.684, 1.070)
H (3.260, -0.340, 0.579)
H (2.938, -3.684, 0.860)
H (0.887, -3.944, 1.879)
H (1.593, -0.645, -0.698)
H (2.165, -2.306, -0.567)
H (0.447, -0.833, -2.433)
H (-0.960, -0.216, -1.573)
H (-0.862, -2.454, -3.690)
H (-2.696, -2.956, -1.630)
H (-3.175, -2.943, -3.335)
H (-3.526, -1.513, -2.368)
H (0.331, -4.271, -0.189)
H (-0.989, -4.095, -1.342)
H (2.423, -2.383, -2.744)
H (3.242, -4.295, -1.911)
H (-0.681, -2.862, 1.025)
H (-0.102, -0.024, 1.129)
H (-1.766, -0.904, 2.918)
H (0.654, -1.749, 4.523)
H (-0.220, -2.993, 3.484)
H (-1.065, -2.145, 4.772)
H (0.697, 0.886, 3.297)
H (-0.486, 0.549, 4.630)
H (-1.184, 2.536, 3.547)
H (-2.331, 1.313, 2.845)
H (-0.886, 1.979, 1.909)
C (5.720, 6.208, 4.990)
C (4.950, 6.201, 6.146)
C (3.826, 5.394, 6.227)
C (3.487, 4.595, 5.146)
C (4.244, 4.599, 3.984)
C (5.365, 5.411, 3.908)
N (2.312, 3.721, 5.239)
O (1.660, 3.755, 6.262)
O (2.055, 3.002, 4.282)
H (6.601, 6.836, 4.931)
H (5.229, 6.824, 6.985)
H (3.232, 5.394, 7.131)
H (3.976, 3.979, 3.139)
H (5.966, 5.421, 3.008)
C (-6.319, 0.893, -0.387)
C (-6.402, 0.033, 0.701)
C (-7.358, 0.244, 1.682)
C (-8.227, 1.317, 1.560)
C (-8.149, 2.185, 0.483)
C (-7.188, 1.970, -0.495)
N (-9.257, 1.529, 2.586)
O (-9.283, 0.757, 3.528)
O (-10.024, 2.461, 2.432)
H (-5.575, 0.722, -1.156)
H (-5.722, -0.806, 0.781)
H (-7.418, -0.429, 2.526)
H (-8.825, 3.025, 0.392)
H (-7.119, 2.639, -1.342)
C (1.823, -1.143, -6.945)
C (2.417, -1.640, -8.098)
C (2.240, -0.985, -9.308)
C (1.471, 0.167, -9.348)
C (0.868, 0.668, -8.206)
C (1.047, 0.008, -7.000)
N (1.302, 0.877, -10.624)
O (1.829, 0.399, -11.610)
O (0.647, 1.903, -10.615)
H (1.967, -1.654, -5.999)
H (3.021, -2.538, -8.053)
H (2.705, -1.378, -10.202)
H (0.265, 1.565, -8.241)
H (0.583, 0.391, -6.099)

## Properties
Lowest unoccupied orbital energy in eV: -3.299
Frontier orbital gap in eV: 8.43
E_HOMO in eV: -11.725
Net charge: +1

Results of the Löwdin charge analysis, in e, for atoms 1 through 2: -0.129 -0.252



net charge of number 2 (C52H46Cl4N4PdSi2Te)?
-2